C40H69F15N4O18S2 | ωB97M-V/def2-TZVPD

Results
SMILES string ... CCOC(=O)C(F)(F)F.CCOC(=O)C(F)(F)F.CCOC(=O)C(F)(F)F.CCOC(=O)C(F)(F)F.CCOC(=O)C(F)(F)F.O=S1(=O)CCCC1.O=S1(=O)CCCC1.CN(C)C=O.CN(C)C=O.CN(C)C=O.CN(C)C=O
M ... 1243.106 g/mol
HOMO level ... -8.932 eV
HOMO-LUMO gap ... 9.18 eV

Each line ends with the Mulliken charge.
Element x y z (Å)
C (9.337, 2.732, 1.335)  -1.19
C (9.489, 1.735, 0.229)  -0.21
O (8.168, 1.382, -0.117)  -0.16
C (7.985, 0.285, -0.810)  -0.09
O (8.766, -0.676, -0.947)  -0.57
C (6.578, 0.206, -1.325)  1.31
F (5.754, 0.877, -0.525)  -0.17
F (6.447, 0.591, -2.603)  -0.26
F (6.133, -1.055, -1.334)  -0.29
H (8.936, 2.409, 2.296)  0.30
H (8.747, 3.558, 0.936)  0.28
H (10.342, 3.099, 1.542)  0.42
H (10.038, 0.860, 0.577)  0.34
H (10.004, 2.174, -0.625)  0.29
C (-3.879, 0.855, 2.467)  -0.59
C (-3.372, -0.169, 3.494)  -0.01
O (-4.420, -1.024, 4.000)  -0.07
C (-5.214, -0.571, 4.991)  0.38
O (-5.094, 0.584, 5.343)  -0.55
C (-6.325, -1.513, 5.542)  0.79
F (-5.944, -1.829, 6.843)  -0.27
F (-7.469, -0.870, 5.572)  -0.24
F (-6.476, -2.562, 4.823)  -0.21
H (-4.871, 1.247, 2.691)  0.50
H (-3.819, 0.617, 1.405)  -0.02
H (-3.228, 1.729, 2.497)  0.04
H (-2.925, 0.404, 4.307)  0.31
H (-2.509, -0.607, 2.993)  -0.11
C (-1.255, -5.331, 3.444)  -0.74
C (-2.509, -4.478, 3.584)  -0.54
O (-2.778, -3.520, 2.555)  -0.10
C (-3.201, -4.041, 1.382)  0.19
O (-3.430, -5.215, 1.158)  -0.56
C (-3.331, -2.980, 0.242)  0.92
F (-4.543, -2.498, 0.176)  -0.27
F (-2.496, -1.967, 0.381)  -0.19
F (-2.999, -3.572, -0.879)  -0.23
H (-1.124, -5.826, 4.407)  0.44
H (-0.386, -4.698, 3.265)  0.15
H (-1.217, -6.026, 2.605)  0.07
H (-2.463, -3.799, 4.435)  0.39
H (-3.382, -5.067, 3.866)  0.50
C (3.476, 3.182, 1.589)  -1.02
C (4.539, 3.801, 0.672)  -0.29
O (4.481, 3.359, -0.719)  -0.05
C (5.126, 4.022, -1.680)  0.31
O (5.925, 4.939, -1.430)  -0.60
C (4.890, 3.512, -3.134)  0.90
F (4.634, 4.532, -3.982)  -0.28
F (5.994, 3.049, -3.589)  -0.27
F (3.936, 2.540, -3.268)  -0.19
H (3.564, 2.098, 1.671)  0.16
H (2.492, 3.109, 1.125)  0.25
H (3.370, 3.705, 2.539)  0.44
H (5.559, 3.560, 0.969)  0.20
H (4.513, 4.890, 0.630)  0.49
C (3.300, -1.142, 0.139)  -1.19
C (2.517, -0.135, -0.736)  1.27
O (1.194, 0.016, -0.143)  0.22
C (0.335, 0.894, -0.670)  -0.46
O (0.549, 1.570, -1.642)  -0.60
C (-1.113, 0.886, -0.044)  1.24
F (-1.327, 2.152, 0.281)  -0.22
F (-1.949, 0.528, -0.990)  -0.08
F (-1.183, 0.170, 1.046)  -0.21
H (3.761, -0.696, 1.021)  0.23
H (4.132, -1.518, -0.456)  0.37
H (2.691, -1.998, 0.431)  0.10
H (2.443, -0.756, -1.629)  -1.01
H (2.855, 0.878, -0.951)  0.26
O (-2.226, 4.100, 2.282)  -0.43
S (-3.181, 5.021, 2.877)  0.90
O (-3.014, 6.458, 2.877)  -0.66
C (-5.003, 4.683, 2.282)  -0.47
C (-5.798, 4.182, 3.594)  -0.12
C (-5.056, 4.816, 4.816)  -0.69
C (-3.552, 4.586, 4.637)  -0.48
H (-5.011, 3.837, 1.595)  0.14
H (-5.273, 5.616, 1.786)  0.47
H (-6.870, 4.376, 3.615)  0.44
H (-5.667, 3.103, 3.523)  -0.26
H (-5.596, 4.628, 5.744)  0.42
H (-5.278, 5.866, 4.624)  0.33
H (-3.370, 3.519, 4.765)  0.07
H (-2.853, 5.061, 5.325)  0.48
O (-2.930, 3.007, -2.978)  -0.60
S (-4.250, 2.789, -2.334)  1.05
O (-4.491, 3.128, -0.953)  -0.59
C (-5.550, 3.505, -3.400)  -0.86
C (-6.095, 2.344, -4.260)  -0.53
C (-6.126, 1.135, -3.346)  -0.72
C (-4.720, 1.060, -2.693)  0.00
H (-5.201, 4.417, -3.884)  0.44
H (-6.324, 3.846, -2.711)  0.35
H (-7.006, 2.589, -4.805)  0.40
H (-5.348, 2.226, -5.045)  0.22
H (-6.359, 0.254, -3.945)  0.36
H (-6.971, 1.192, -2.660)  0.30
H (-3.960, 0.623, -3.341)  -0.04
H (-4.449, 0.436, -1.842)  0.15
C (2.920, -2.466, 3.574)  -0.81
N (1.589, -2.345, 4.067)  0.38
C (0.557, -1.928, 3.069)  -1.12
C (1.346, -2.199, 5.376)  0.04
O (0.262, -1.747, 5.757)  -0.57
H (3.600, -2.914, 4.299)  0.36
H (3.189, -1.445, 3.303)  0.34
H (2.922, -3.034, 2.643)  0.14
H (-0.454, -2.157, 3.408)  -0.03
H (0.643, -0.904, 2.705)  0.80
H (0.515, -2.534, 2.164)  0.15
H (2.159, -2.475, 6.065)  0.30
C (3.392, -0.693, -3.993)  -1.23
N (2.245, -1.457, -4.594)  0.36
C (1.108, -1.775, -3.756)  -0.80
C (2.304, -1.785, -5.914)  0.11
O (1.481, -2.443, -6.557)  -0.60
H (4.148, -0.289, -4.666)  0.41
H (3.804, -1.287, -3.178)  0.44
H (2.978, 0.126, -3.405)  0.29
H (0.409, -0.959, -3.571)  0.11
H (0.391, -2.502, -4.137)  0.36
H (1.264, -2.163, -2.749)  0.27
H (3.234, -1.365, -6.327)  0.34
C (2.130, -6.579, 0.784)  -0.97
N (0.883, -6.278, 0.100)  0.14
C (-0.156, -7.312, 0.118)  -1.09
C (0.568, -5.112, -0.542)  0.14
O (1.272, -4.121, -0.533)  -0.62
H (2.047, -7.580, 1.208)  0.42
H (2.332, -5.947, 1.649)  0.21
H (2.900, -6.620, 0.014)  0.34
H (-0.476, -7.407, 1.156)  0.37
H (-1.009, -7.052, -0.508)  0.34
H (0.282, -8.237, -0.256)  0.40
H (-0.406, -5.222, -1.042)  0.28
C (0.501, 1.544, -5.556)  -1.02
N (-0.594, 0.764, -6.121)  0.25
C (-0.470, 0.513, -7.527)  -1.07
C (-1.735, 0.598, -5.441)  0.59
O (-2.823, 0.264, -5.957)  -0.72
H (1.476, 1.235, -5.934)  0.38
H (0.552, 1.503, -4.468)  0.10
H (0.404, 2.565, -5.927)  0.48
H (-1.470, 0.438, -7.956)  0.36
H (-0.004, 1.370, -8.012)  0.38
H (0.113, -0.339, -7.877)  0.24
H (-1.560, 0.754, -4.365)  0.03